[1]
Formula: C34H36F5FeN5P
Source: the OMol25 dataset
Level of theory: the ωB97M-V functional and the def2-TZVPD basis

```
82
Properties=species:S:1:pos:R:3:forces:R:3
Fe -0.449110 0.372544 -0.388872 0.2426 0.8370 0.4940
C 0.643431 4.173932 1.604731 0.0384 0.0919 -0.0113
C 0.344941 2.766747 1.221037 -0.0206 -0.0693 0.0465
N 0.197165 2.347659 0.022090 0.1614 -0.0142 -0.3055
C 0.359280 3.279727 -1.096753 -0.1605 -0.0098 -0.0977
C -0.259012 2.694792 -2.366580 0.0880 -0.0098 0.1446
N -0.094311 1.221412 -2.432295 -0.2669 -0.3503 -0.0654
C 1.187326 0.823567 -3.056148 0.0099 0.0799 0.0797
C 2.276695 0.811051 -2.000323 -0.0825 -0.0757 -0.0802
N 1.774259 -0.053089 -0.926145 0.0708 -0.0402 0.0671
C 2.146904 -1.466799 -1.180893 -0.1282 -0.0453 -0.0037
C 1.124029 -2.419728 -0.526707 0.0367 0.0784 -0.0838
N 0.476760 -1.611399 0.474488 0.3228 -0.3420 0.1670
C 0.546630 -1.813343 1.726338 -0.0517 0.2708 -0.1774
C 1.065064 -3.004706 2.453621 -0.0145 -0.0644 0.0354
C 0.202324 -0.582714 2.508043 0.0537 0.1105 -0.1164
C 0.198139 -0.479698 3.889664 0.0881 0.0457 -0.1274
C 0.194960 0.790497 4.453333 0.0091 0.0251 0.0550
C 0.269867 1.906884 3.635917 0.0232 -0.0534 -0.1337
C 0.235523 1.711974 2.261118 -0.0642 -0.0375 -0.0823
N 0.133074 0.501688 1.725580 -0.5797 -0.4111 0.1007
H 1.321088 4.645465 0.895748 -0.0038 0.0144 -0.0030
H 1.094669 4.228346 2.590835 0.0066 0.0198 0.0055
H -0.280037 4.759135 1.626457 -0.0285 0.0007 -0.0123
H 1.426598 3.468129 -1.228728 -0.0068 0.0345 -0.0109
H -0.101661 4.246628 -0.885477 -0.0446 -0.0493 -0.0062
H 0.181489 3.162921 -3.249949 0.0534 -0.0002 0.0457
H -1.320320 2.918918 -2.393109 0.0362 0.0114 0.0407
H -0.847677 0.874468 -3.012725 0.0512 0.0457 -0.1128
H 1.436456 1.484859 -3.889504 0.0038 0.0037 0.0221
H 1.059929 -0.178377 -3.469765 0.0086 -0.0106 0.0339
H 2.474574 1.804876 -1.608343 -0.0486 0.0111 -0.0026
H 3.220708 0.446676 -2.414144 -0.0246 -0.0051 -0.0197
H 2.146636 0.231347 -0.026761 0.1629 -0.0209 -0.0786
H 3.162246 -1.656584 -0.825019 -0.0617 -0.0289 0.0708
H 2.157891 -1.624594 -2.258759 0.0302 -0.0279 0.0189
H 1.599913 -3.323050 -0.147015 0.0492 0.0262 0.0002
H 0.379218 -2.728411 -1.262374 0.1335 0.0202 0.0920
H 1.276204 -3.839135 1.792813 0.0080 0.0008 -0.0113
H 0.313967 -3.335958 3.172284 0.0210 0.0119 0.0033
H 1.965939 -2.748220 3.014233 0.0222 0.0017 -0.0167
H 0.241112 -1.362838 4.509823 -0.0235 -0.0206 0.0231
H 0.188960 0.908308 5.528173 -0.0083 -0.0072 0.0158
H 0.343135 2.897648 4.057154 0.0011 0.0066 0.0339
F -2.753366 0.904699 -2.814347 0.1567 -0.0999 0.1234
C -3.055575 1.507002 -1.629048 -0.1527 -0.0814 -0.0791
C -2.254245 1.345066 -0.498182 -0.3494 0.5407 0.3357
C -2.810916 2.012790 0.594294 -0.0589 -0.1471 -0.0240
F -2.283473 1.869798 1.828679 0.2183 -0.0168 0.0476
C -3.974227 2.766839 0.584788 -0.0224 -0.0684 0.0035
F -4.410640 3.320401 1.710270 0.0253 -0.0061 -0.0104
C -4.716055 2.881679 -0.574948 0.0778 -0.0208 0.0655
F -5.848707 3.555493 -0.598704 0.0384 -0.0031 -0.0206
C -4.239369 2.232671 -1.695662 0.1478 -0.1114 -0.0225
F -4.912195 2.287335 -2.835889 -0.0015 -0.0008 -0.0120
C -1.988162 -2.010771 -2.264229 -0.1549 -0.0803 -0.0321
P -2.168841 -1.412242 -0.546591 0.0796 -0.1371 -0.1694
C -1.991883 -2.921677 0.484963 -0.1060 0.0051 0.0399
C -2.375408 -2.865552 1.827645 0.0231 0.0074 -0.0268
C -2.305515 -3.990318 2.631749 -0.0443 -0.0056 -0.0032
C -1.846561 -5.193131 2.112021 -0.0056 -0.0396 0.0034
C -1.464937 -5.261777 0.783208 -0.0132 0.0038 -0.0173
C -1.542039 -4.135019 -0.027395 0.0003 0.0284 -0.0730
C -3.948318 -1.091204 -0.317787 -0.1069 -0.2060 -0.2793
C -4.462581 -0.561800 0.866132 0.0924 0.0159 0.0301
C -5.829881 -0.439337 1.044065 0.0198 0.0274 0.0112
C -6.703661 -0.829850 0.038065 -0.0592 0.0292 0.0171
C -6.205764 -1.361622 -1.138495 0.0162 -0.0180 0.0100
C -4.836223 -1.506574 -1.310822 0.0148 0.0997 0.0049
H -2.355151 -3.031437 -2.363243 -0.0478 0.0231 -0.0130
H -0.943959 -1.984073 -2.569785 -0.0073 0.0295 -0.0028
H -2.560150 -1.379340 -2.940102 0.0737 0.0741 0.0450
H -2.756418 -1.949360 2.253592 0.0060 0.0601 0.0288
H -2.629199 -3.933383 3.662710 -0.0088 0.0078 0.0139
H -1.805266 -6.075219 2.735793 0.0052 -0.0184 0.0127
H -1.125553 -6.198446 0.362544 -0.0002 -0.0178 -0.0131
H -1.264110 -4.234876 -1.068221 0.0106 -0.0061 0.0209
H -3.806510 -0.249146 1.668761 0.0346 0.0749 -0.0262
H -6.212855 -0.036837 1.972153 -0.0118 0.0198 0.0047
H -7.771234 -0.723929 0.175165 -0.0013 0.0034 0.0124
H -6.880986 -1.674942 -1.922692 0.0051 -0.0125 -0.0134
H -4.479940 -1.944963 -2.230945 -0.0067 -0.0072 -0.0294
```
Positions in Å, forces in eV/Å.

As for the relative energy (zero: lowest compared OMol25 entry of this formula, charge and spin): 149.1 kJ/mol. The multiplicity is 2. The calculation puts the lowest unoccupied orbital energy (spin up / spin down) at -6.31 / -6.20 eV. The charge is +2. For the molar mass, the calculation gives 696.5 u. For the HOMO energy (spin up / spin down), the calculation gives -14.0 / -14.0 eV. Its electronic energy is -100541.3540 eV.

Mulliken atomic charge list, values in e, 8 entries: atom 1 (Fe): 1.510, atom 2 (C): -1.968, atom 3 (C): 0.773, atom 4 (N): 0.265, atom 5 (C): -1.402, atom 6 (C): -1.132, atom 7 (N): -0.139, atom 8 (C): -0.773

[2]
Formula: CHNO4
Source: the OMol25 dataset
Level of theory: the ωB97M-V functional and the def2-TZVPD basis

```
7
Properties=species:S:1:pos:R:3:forces:R:3
C 0.399176 -0.305299 0.592579 -1.3875 1.6881 -2.4505
N 0.693245 0.935244 1.328213 0.6528 0.5060 0.9884
O 0.427607 -1.428002 0.878898 0.6129 -1.5881 1.2412
O -0.761789 -0.796432 -1.292702 -3.3770 -0.0204 -1.7056
O 1.139485 1.794133 0.629713 0.1703 -0.1426 0.3562
O -0.175093 0.215316 -0.548099 -0.1080 0.4800 0.2701
H -1.722630 -0.414960 -1.588601 3.4365 -0.9230 1.3002
```
Positions in Å, forces in eV/Å.

As for the relative energy (zero: lowest compared OMol25 entry of this formula, charge and spin): 387.0 kJ/mol. The calculation puts the lowest unoccupied orbital energy at -1.36 eV. The charge is 0. As for the SMILES: O=NC(=O)OO. For the molar mass, the calculation gives 91.0 u. For the HOMO energy, the calculation gives -10.0 eV. Its electronic energy is -10727.1491 eV.

In elementary charge units, the natural (NBO) charges are: atom 1 (C): 0.766, atom 2 (N): 0.100, atom 3 (O): -0.485, atom 4 (O): -0.409, atom 5 (O): -0.187, atom 6 (O): -0.263, atom 7 (H): 0.479

[3]
Formula: C4H12N2S
Source: the OMol25 dataset
Level of theory: the ωB97M-V functional and the def2-TZVPD basis

```
19
Properties=species:S:1:pos:R:3:forces:R:3
C -1.571888 -1.638763 1.079556 1.2180 -1.8177 2.4031
N -1.124626 -0.275281 0.773492 0.7935 -1.5212 -1.5109
C 0.116189 0.005056 0.044390 0.9803 -1.6991 1.5693
C -0.148433 0.231406 -1.432396 2.1550 -0.4559 -2.2042
S 0.139950 -1.197302 -2.721578 -1.4860 0.9927 2.4806
C 0.841321 1.363399 0.561678 0.1939 1.1012 -1.1478
N 2.315222 1.415982 0.364847 -3.3097 -1.6434 2.9830
H -2.450045 -1.944642 0.403237 1.3576 0.4371 1.0335
H -0.642926 -2.381150 1.064175 -2.1055 1.6083 -0.4873
H -1.892094 -1.740800 2.241366 0.2872 0.5492 -2.6632
H -1.923186 0.274739 0.479696 0.0900 0.6595 0.1618
H 0.996769 -0.760331 0.286012 -2.4369 1.0226 -0.6909
H -0.898415 0.986342 -1.718104 -0.0987 -0.6842 0.3593
H 0.810985 0.693663 -1.616003 0.1542 0.6457 -0.6927
H -0.790134 -1.913023 -2.045184 0.2002 -0.3214 -0.7098
H 0.383323 1.382284 1.565318 1.3512 0.8588 -0.0737
H 0.444621 2.170358 -0.109878 -0.2306 -0.5597 0.9995
H 2.594855 1.816812 -0.491816 0.7208 0.7051 -0.3203
H 2.798509 1.511253 1.271198 0.1656 0.1224 -1.4891
```
Positions in Å, forces in eV/Å.

As for the relative energy (zero: lowest compared OMol25 entry of this formula, charge and spin): 299.6 kJ/mol. The multiplicity is 2. The calculation puts the lowest unoccupied orbital energy (spin up / spin down) at -2.92 / -7.83 eV. The charge is +1. For the molar mass, the calculation gives 120.2 u. For the HOMO energy (spin up / spin down), the calculation gives -13.2 / -13.1 eV. Its electronic energy is -18147.4988 eV.

natural (NBO) atomic charge list, values in e, 8 entries: atom 1 (C): -0.494, atom 2 (N): -0.248, atom 3 (C): -0.123, atom 4 (C): -0.513, atom 5 (S): 0.043, atom 6 (C): -0.200, atom 7 (N): -0.808, atom 8 (H): 0.269